1.
ORCA calculation (ωB97M-V/def2-TZVPD) on C29H24Cl2F3PtSSbSi as an isolated structure.

Results
Molar mass, g/mol: 877.40
F_max, eV/Å: 0.56
HOMO-LUMO gap, eV: 5.56
E_LUMO, hartree: -0.3303
Total energy, Eh: -3386.0640
ΔE to the lowest compared entry with this formula, charge and spin, kJ/mol: 0.0
Net charge: +2

```
62
Properties=species:S:1:pos:R:3:forces:R:3:mulliken_charge:R:1
Pt -1.042 -1.373 -1.189 -0.1 -0.5 0.1 0.57
Cl -1.171 -3.742 -0.705 -0.1 0.0 -0.1 -0.21
C 0.110 -4.411 -1.722 0.0 0.1 0.0 1.11
C 0.194 -5.778 -1.865 0.0 0.0 0.0 -0.85
C 1.214 -6.279 -2.664 0.0 0.0 0.0 -0.43
C 2.112 -5.422 -3.285 0.0 0.0 0.0 -0.70
C 1.991 -4.055 -3.112 0.0 -0.1 0.0 0.15
Cl 3.097 -2.955 -3.845 0.0 0.0 0.0 -0.18
C 0.974 -3.520 -2.326 0.0 -0.1 0.1 0.04
S 0.936 -1.766 -2.157 -0.1 0.2 -0.1 -0.01
H -0.515 -6.435 -1.382 0.0 0.0 0.0 0.46
H 1.304 -7.346 -2.805 0.0 0.0 0.0 0.41
H 2.906 -5.808 -3.909 0.0 0.0 0.0 0.45
F -3.338 4.228 3.530 0.0 0.0 0.0 -0.30
C -2.646 3.264 2.939 0.0 0.0 0.0 0.26
C -1.311 3.106 3.267 0.0 0.0 0.0 -0.74
C -0.592 2.097 2.646 0.0 0.0 0.0 -0.33
C -1.225 1.287 1.704 0.0 0.0 0.0 0.41
C -2.569 1.457 1.387 0.0 0.0 0.0 -0.42
C -3.292 2.455 2.015 0.0 0.0 0.0 -0.67
Sb -0.051 -0.255 0.939 0.1 0.2 0.0 0.69
C 1.840 0.435 0.463 0.0 0.0 0.1 0.42
C 1.970 1.793 0.175 0.0 0.0 0.0 -0.34
C 3.210 2.305 -0.161 0.0 0.0 0.0 -0.63
C 4.290 1.439 -0.209 0.0 0.0 0.0 0.17
F 5.478 1.924 -0.536 0.0 0.0 0.0 -0.29
C 4.180 0.083 0.063 0.0 0.0 0.0 -0.71
C 2.940 -0.423 0.398 0.0 0.0 0.0 -0.55
C -0.067 -1.865 2.257 0.1 0.0 0.0 0.62
C -1.269 -2.530 2.501 0.0 0.0 0.1 -0.65
C -1.310 -3.554 3.427 0.0 0.0 0.0 -0.65
C -0.142 -3.886 4.098 0.0 0.0 0.0 0.22
F -0.179 -4.867 4.986 0.0 0.0 0.0 -0.28
C 1.056 -3.225 3.885 0.0 0.0 0.0 -0.72
C 1.094 -2.204 2.951 0.0 -0.1 0.0 -0.42
H -0.854 3.762 3.994 0.0 0.0 0.0 0.49
H 0.454 1.967 2.899 0.0 0.0 0.0 0.44
H -3.058 0.839 0.647 0.0 0.0 0.0 0.44
H -4.340 2.618 1.803 0.0 0.0 0.0 0.52
H 1.112 2.454 0.216 0.0 0.0 0.0 0.24
H 3.354 3.354 -0.384 0.0 0.0 0.0 0.52
H 5.057 -0.547 0.006 0.0 0.0 0.0 0.50
H 2.837 -1.484 0.589 0.0 0.0 0.0 0.55
H -2.186 -2.245 1.996 0.0 0.0 0.0 0.48
H -2.225 -4.087 3.651 0.0 0.0 0.0 0.49
H 1.932 -3.510 4.452 0.0 0.0 0.0 0.49
H 2.021 -1.669 2.795 0.0 0.0 0.0 0.50
C -0.755 4.463 -0.923 0.0 0.0 0.0 -0.67
Si -1.586 3.493 -2.278 0.0 0.0 0.0 -0.05
C -3.431 3.679 -2.250 0.0 0.0 0.0 -0.91
C -0.835 3.782 -3.946 0.0 0.0 0.0 -0.99
C -1.255 1.672 -1.867 -0.1 0.0 0.1 -0.19
C -1.163 0.485 -1.587 0.2 0.2 -0.2 0.52
H -0.960 5.528 -1.053 0.0 0.0 0.0 0.46
H 0.329 4.340 -0.948 0.0 0.0 0.0 0.19
H -1.126 4.175 0.064 0.0 0.0 0.0 0.12
H -3.698 4.716 -2.466 0.0 0.0 0.0 0.36
H -3.849 3.426 -1.274 0.0 0.0 0.0 0.25
H -3.904 3.050 -3.005 0.0 0.0 0.0 0.34
H -0.977 4.827 -4.233 0.0 0.0 0.0 0.34
H -1.308 3.161 -4.708 0.0 0.0 0.0 0.33
H 0.236 3.577 -3.952 0.0 0.0 0.0 0.34
```
Forces are in eV/Å.

***

2.
ORCA calculation (ωB97M-V/def2-TZVPD) on C29H24ClN5O6Tc as an isolated structure.

Results
<S²>: 0.76
Molar mass, g/mol: 671.99
F_max, eV/Å: 0.19
HOMO-LUMO gap (spin up / spin down), eV: 6.78 / 6.89
E_LUMO (spin up / spin down), hartree: -0.0486 / -0.0424
Total energy, Eh: -2385.8164
ΔE to the lowest compared entry with this formula, charge and spin, kJ/mol: 0.0
Spin multiplicity: 2

```
66
Properties=species:S:1:pos:R:3:forces:R:3:mulliken_charge:R:1
Tc -0.041 -0.898 -0.241 -0.2 -0.1 0.0 -0.49
C 3.906 -1.448 1.036 0.0 0.0 0.0 -0.51
O 3.548 -1.645 2.409 0.0 0.0 0.0 -0.55
C 2.633 -0.787 2.935 0.0 0.0 0.0 0.64
C 2.896 -0.208 4.162 0.0 0.0 0.0 -0.64
C 1.983 0.670 4.740 0.0 0.0 0.0 -0.78
C 0.826 0.998 4.067 0.0 0.0 0.0 -1.05
C 0.536 0.429 2.821 0.0 0.0 0.0 0.73
C -0.631 0.902 2.108 0.0 0.0 0.0 -0.47
N -0.947 0.531 0.923 -0.1 0.1 0.0 1.32
N -2.031 1.179 0.346 0.0 0.0 0.0 -1.01
C -2.326 0.631 -0.796 0.0 0.0 0.0 0.98
O -1.673 -0.364 -1.325 0.0 0.0 0.0 -0.93
C -3.459 1.184 -1.575 0.0 0.0 0.0 0.26
C -3.687 0.727 -2.868 0.0 0.0 0.0 -0.30
C -4.738 1.244 -3.612 0.0 0.0 0.0 -0.77
C -5.566 2.213 -3.063 0.0 0.0 0.0 -0.41
C -5.342 2.666 -1.769 0.0 0.0 0.0 -0.73
C -4.293 2.154 -1.024 0.0 0.0 0.0 -0.31
C 1.422 -0.511 2.280 0.0 -0.1 0.0 0.69
O 1.179 -1.181 1.142 0.0 0.0 0.1 -0.38
H 4.988 -1.557 0.974 0.0 0.0 0.0 0.34
H 3.617 -0.455 0.685 0.0 0.0 0.0 0.21
H 3.428 -2.204 0.412 0.0 0.0 0.0 0.11
H 3.829 -0.457 4.652 0.0 0.0 0.0 0.47
H 2.195 1.112 5.704 0.0 0.0 0.0 0.38
H 0.131 1.715 4.485 0.0 0.0 0.0 0.42
H -1.253 1.661 2.573 0.0 0.0 0.0 0.40
H -3.037 -0.032 -3.280 0.0 0.0 0.0 0.43
H -4.912 0.888 -4.619 0.0 0.0 0.0 0.41
H -6.388 2.614 -3.643 0.0 0.0 0.0 0.39
H -5.992 3.417 -1.338 0.0 0.0 0.0 0.41
H -4.110 2.490 -0.013 0.0 0.0 0.0 0.46
O 2.638 0.376 -2.982 0.0 0.0 0.0 -0.71
C 1.878 -0.237 -2.261 0.0 0.0 0.1 -0.06
N 0.925 0.303 -1.431 0.0 0.1 -0.1 0.76
C 0.724 1.738 -1.530 0.1 0.0 0.1 -1.30
C 1.196 2.452 -0.282 0.0 0.0 0.0 0.65
C 0.526 3.582 0.175 0.0 0.0 0.0 -0.64
C 0.989 4.217 1.314 0.0 0.0 0.0 -0.57
C 2.101 3.700 1.962 0.0 0.0 0.0 -0.58
C 2.696 2.567 1.435 0.0 0.0 0.0 -0.32
N 2.262 1.949 0.337 0.0 0.0 0.0 -0.16
C 1.903 -1.742 -2.225 0.0 0.0 0.0 0.74
C 2.796 -2.477 -2.975 0.0 0.0 0.0 -0.76
C 2.729 -3.861 -2.895 0.0 0.0 0.0 -0.32
C 1.779 -4.453 -2.077 0.0 0.0 0.0 -0.74
C 0.917 -3.648 -1.351 0.0 0.0 0.0 0.08
N 0.991 -2.319 -1.435 0.1 0.0 0.0 0.73
H -0.335 1.944 -1.693 0.0 0.0 0.0 0.05
H 1.280 2.117 -2.390 0.0 0.0 0.0 0.57
H -0.356 3.933 -0.345 0.0 0.0 0.0 0.40
H 0.482 5.094 1.697 0.0 0.0 0.0 0.40
H 2.493 4.154 2.862 0.0 0.0 0.0 0.41
H 3.559 2.124 1.922 0.0 0.0 0.0 0.48
H 3.510 -1.955 -3.596 0.0 0.0 0.0 0.54
H 3.413 -4.473 -3.469 0.0 0.0 0.0 0.44
H 1.701 -5.528 -1.995 0.0 0.0 0.0 0.47
H 0.151 -4.038 -0.694 0.0 0.0 0.0 0.19
Cl -2.121 -5.241 0.495 0.0 0.0 0.0 -0.23
C -3.165 -3.808 0.689 0.0 0.0 0.0 -0.64
C -2.454 -2.459 0.674 0.0 0.0 0.0 0.43
O -3.075 -1.496 1.072 0.0 0.0 0.0 -0.56
O -1.243 -2.469 0.204 0.0 0.0 0.0 -0.11
H -3.700 -3.907 1.628 0.0 0.0 0.0 0.35
H -3.884 -3.816 -0.127 0.0 0.0 0.0 0.29
```
Forces are in eV/Å.

***

3.
ORCA calculation (ωB97M-V/def2-TZVPD) on C29H24N5O5S2Ta as an isolated structure.

Results
Molar mass, g/mol: 767.62
F_max, eV/Å: 0.40
HOMO-LUMO gap, eV: 5.78
E_LUMO, hartree: -0.2700
Total energy, Eh: -2622.5073
ΔE to the lowest compared entry with this formula, charge and spin, kJ/mol: 103.6
Net charge: +2

```
66
Properties=species:S:1:pos:R:3:forces:R:3:mulliken_charge:R:1
Ta 0.170 -0.804 -0.377 0.0 -0.2 -0.1 1.39
O 2.596 0.458 4.398 0.0 0.0 0.0 -0.62
C 1.397 -0.065 4.675 0.0 0.0 0.0 0.43
C 0.962 0.012 5.998 0.0 0.0 0.0 -0.70
C -0.260 -0.505 6.357 0.0 0.0 0.0 -0.34
C -1.097 -1.117 5.414 0.0 0.0 0.0 -0.91
C -0.687 -1.199 4.111 0.0 0.0 0.0 -0.44
C 0.563 -0.678 3.714 0.0 0.0 0.0 0.38
C 0.964 -0.769 2.340 0.0 0.0 0.1 1.27
O 0.108 -1.352 1.455 0.0 0.0 0.1 -0.73
N 2.094 -0.321 1.869 0.0 0.0 -0.1 -1.12
N 2.145 -0.585 0.501 0.1 0.0 0.2 0.47
C 3.281 -0.902 -0.018 0.0 0.0 0.0 -0.18
C 3.418 -1.501 -1.322 0.1 0.0 0.0 0.52
C 4.703 -1.629 -1.871 0.0 0.0 0.0 -0.84
C 4.909 -2.337 -3.037 0.0 0.0 0.0 -0.77
C 3.837 -2.970 -3.656 0.0 0.0 0.0 -0.49
C 2.557 -2.884 -3.126 0.0 0.0 0.0 -0.57
C 2.352 -2.143 -1.980 -0.2 0.0 0.0 0.65
O 1.088 -2.044 -1.453 0.3 -0.2 0.0 -0.57
H 2.815 0.336 3.460 0.0 0.0 0.0 0.47
H 1.614 0.484 6.721 0.0 0.0 0.0 0.48
H -0.579 -0.438 7.389 0.0 0.0 0.0 0.41
H -2.053 -1.520 5.715 0.0 0.0 0.0 0.44
H -1.316 -1.670 3.370 0.0 0.0 0.0 0.46
H 4.171 -0.798 0.599 0.0 0.0 0.0 0.57
H 5.539 -1.168 -1.361 0.0 0.0 0.0 0.47
H 5.903 -2.419 -3.452 0.0 0.0 0.0 0.45
H 3.998 -3.548 -4.556 0.0 0.0 0.0 0.44
H 1.721 -3.391 -3.589 0.0 0.0 0.0 0.52
O -0.165 3.100 1.832 0.0 0.1 0.1 -0.68
C -1.498 3.251 1.645 0.0 0.0 0.0 0.60
C -2.066 4.385 2.224 0.1 0.0 0.0 -0.69
C -3.415 4.625 2.110 -0.1 0.0 0.0 -0.41
C -4.244 3.737 1.419 0.0 0.0 0.0 -0.79
C -3.694 2.622 0.842 0.0 -0.1 -0.1 -0.79
C -2.312 2.355 0.928 0.0 0.0 0.0 0.38
C -1.791 1.168 0.266 -0.1 0.2 0.1 0.62
O -0.456 0.966 0.254 -0.2 0.2 0.0 -0.23
N -2.574 0.325 -0.325 -0.1 -0.1 -0.1 -0.70
N -1.873 -0.745 -0.915 0.1 0.2 0.0 0.34
C -2.651 -1.493 -1.686 0.0 0.2 0.2 0.34
S -2.016 -2.851 -2.527 0.0 -0.2 -0.1 -0.03
C -3.656 -3.597 -2.798 0.0 0.0 0.0 -0.64
C -4.627 -2.462 -3.048 0.0 0.0 -0.1 -0.60
S -4.306 -1.137 -1.841 -0.1 -0.1 0.0 0.09
H 0.109 2.237 1.504 0.0 0.0 -0.1 0.22
H -1.416 5.055 2.769 0.0 0.0 0.0 0.50
H -3.835 5.510 2.570 0.0 0.0 0.0 0.41
H -5.304 3.926 1.340 0.0 0.0 0.0 0.44
H -4.318 1.925 0.300 0.0 0.0 0.0 0.47
H -3.912 -4.174 -1.911 0.0 0.0 0.0 0.34
H -3.573 -4.263 -3.655 0.0 0.0 0.0 0.44
H -5.657 -2.787 -2.910 0.0 0.0 0.0 0.44
H -4.518 -2.045 -4.048 0.0 0.0 0.0 0.34
C 1.913 2.375 -3.790 0.0 0.0 0.0 -0.15
C 1.299 1.185 -4.154 0.0 0.0 0.0 -0.99
C 0.878 0.325 -3.163 0.0 0.0 0.0 0.11
N 1.030 0.605 -1.854 0.1 0.1 -0.2 -0.07
C 1.613 1.765 -1.507 0.0 0.1 0.1 0.08
C 2.072 2.665 -2.443 0.0 0.0 0.0 -1.05
H 2.259 3.068 -4.545 0.0 0.0 0.0 0.45
H 1.148 0.919 -5.190 0.0 0.0 0.0 0.47
H 0.405 -0.616 -3.417 0.0 0.0 0.0 0.35
H 1.701 1.968 -0.449 0.0 0.0 0.0 0.37
H 2.538 3.582 -2.112 0.0 0.0 0.0 0.48
```
Forces are in eV/Å.